1.
7 unconnected molecules or ions with the total composition C35H86N6O7 in a non-equilibrium geometry, computed with the ωB97M-V functional and the def2-TZVPD basis.

HOMO level   -0.2911 Ha
Energy above the lowest of the compared OMol25 structures with the same formula, charge and spin   0.000 eV
Total energy   -60959.0389 eV
LUMO energy   0.44 eV
Frontier orbital gap   8.361 eV

Each line ends with the Mulliken charge.
Atoms and positions in Å:
C: -1.0602 -6.1095 -0.1267  -2.05
C: -0.4175 -5.2286 0.9517  1.68
C: -1.5551 -4.6204 1.8030  -1.37
C: 0.4125 -6.1589 1.8613  -1.30
C: 1.4996 -5.4350 2.6579  -0.51
C: 2.3279 -4.6563 1.6602  -1.60
C: 1.5672 -3.5467 0.9352  2.65
C: 1.2270 -2.4384 1.9361  -1.28
C: 2.4508 -3.0390 -0.1923  -2.33
N: 0.4013 -4.2030 0.3287  -0.03
O: -0.4328 -3.2341 -0.3127  -0.50
H: -1.5693 -5.4798 -0.8620  0.39
H: -0.3398 -6.7609 -0.6181  0.47
H: -1.8478 -6.7172 0.3236  0.36
H: -2.1220 -5.3804 2.3385  0.57
H: -1.1076 -3.9333 2.5225  0.11
H: -2.2432 -4.0266 1.2006  0.31
H: -0.3138 -6.5658 2.5712  0.32
H: 0.8372 -7.0074 1.3257  0.40
H: 1.0759 -4.8348 3.4635  0.26
H: 2.1690 -6.1621 3.1254  0.43
H: 2.7117 -5.3682 0.9166  0.41
H: 3.2540 -4.2253 2.0569  0.48
H: 2.1358 -2.1198 2.4508  0.57
H: 0.5278 -2.7687 2.7014  0.05
H: 0.7796 -1.5765 1.4407  -0.15
H: 2.7093 -3.8696 -0.8468  0.58
H: 3.3478 -2.5442 0.1880  0.42
H: 1.9419 -2.2686 -0.7791  0.28
H: -0.3610 -3.4887 -1.2380  0.34
C: 3.0774 3.4526 -2.5936  -1.83
C: 4.0662 2.8612 -1.5509  2.06
C: 4.5607 4.0074 -0.6702  -2.17
C: 3.3006 1.8696 -0.6734  -1.62
C: 3.0558 0.5574 -1.3900  1.80
C: 4.3819 -0.0672 -1.8405  -1.45
C: 5.1977 0.8644 -2.7377  2.03
C: 6.6392 0.3626 -2.7442  -2.23
C: 4.6563 0.8321 -4.1737  -1.52
N: 5.1882 2.2065 -2.1812  0.40
O: 5.9736 3.0944 -2.9489  -0.51
H: 2.4010 2.6836 -2.9731  0.04
H: 2.4949 4.2857 -2.2018  0.40
H: 3.6303 3.8085 -3.4678  0.45
H: 5.1387 4.7198 -1.2595  0.50
H: 3.7275 4.5567 -0.2299  0.38
H: 5.1553 3.6210 0.1621  0.45
H: 3.8638 1.6205 0.2315  0.39
H: 2.3517 2.3553 -0.4419  0.38
H: 2.5224 -0.1315 -0.7330  -0.87
H: 2.4224 0.6939 -2.2699  -0.54
H: 4.1053 -0.9579 -2.4080  0.43
H: 4.9753 -0.3436 -0.9648  0.36
H: 7.0847 0.4556 -1.7536  0.47
H: 7.2397 0.9736 -3.4219  0.45
H: 6.6758 -0.6643 -3.1100  0.36
H: 5.3180 1.3980 -4.8306  0.39
H: 3.6654 1.2864 -4.2337  0.16
H: 4.5546 -0.1858 -4.5561  0.40
H: 6.7307 3.2815 -2.3865  0.35
C: 0.6644 0.3281 -6.3781  -0.54
O: 0.9949 1.5998 -6.8905  -0.36
C: 0.1504 2.6416 -6.4308  0.04
C: 0.5938 3.9413 -7.0870  0.29
C: 1.8296 4.5052 -6.3756  -1.42
N: -0.5400 4.8852 -7.0572  -0.74
H: 0.7413 -0.4129 -7.1736  0.32
H: -0.3743 0.2968 -6.0240  0.32
H: 1.3301 0.0907 -5.5429  0.05
H: -0.8793 2.4174 -6.7229  0.43
H: 0.2514 2.7744 -5.3438  -0.29
H: 0.9098 3.7414 -8.1117  0.39
H: 2.6761 3.8160 -6.4915  0.33
H: 1.6897 4.6352 -5.3010  0.27
H: 2.1687 5.4202 -6.8653  0.44
H: -0.4744 5.4443 -6.2121  0.26
H: -0.4427 5.5536 -7.8130  0.28
C: -4.8018 3.9906 1.9564  -0.34
O: -4.8525 3.6797 3.3268  -0.39
C: -3.5722 3.3652 3.8549  -0.23
C: -3.7575 3.0847 5.3268  0.31
C: -2.4104 2.9269 5.9846  -1.22
N: -4.5304 1.8454 5.4957  -0.54
H: -5.8104 4.2397 1.6385  0.29
H: -4.4103 3.1520 1.3717  -0.03
H: -4.1477 4.8589 1.7876  0.32
H: -3.1427 2.5151 3.3105  -0.19
H: -2.9353 4.2552 3.7347  0.52
H: -4.2875 3.9685 5.7077  0.30
H: -1.7985 2.2073 5.4288  0.03
H: -2.4474 2.5744 7.0174  0.41
H: -1.8329 3.8541 5.9869  0.41
H: -5.4802 1.9705 5.1629  0.23
H: -4.6018 1.6674 6.4924  0.24
C: -6.0124 -2.2409 1.2618  -0.45
O: -6.3049 -2.0329 2.6216  -0.35
C: -5.3501 -2.5491 3.5436  -0.91
C: -3.9565 -1.9901 3.3494  1.66
C: -2.9809 -2.4412 4.4325  -1.52
N: -3.9894 -0.5221 3.2575  -0.31
H: -6.7038 -1.6312 0.6818  0.27
H: -6.1593 -3.2922 0.9754  0.28
H: -5.0001 -1.9517 0.9638  0.06
H: -5.7192 -2.2456 4.5258  0.32
H: -5.3691 -3.6462 3.4783  0.38
H: -3.5593 -2.3665 2.4001  -0.65
H: -1.9692 -2.2351 4.0719  -0.02
H: -3.0420 -3.5148 4.6070  0.46
H: -3.1292 -1.8624 5.3452  0.47
H: -4.9526 -0.2078 3.1903  0.29
H: -3.6486 -0.0875 4.1106  -0.10
C: -0.4498 0.8670 -2.6994  -0.48
O: 0.0268 1.2611 -1.4488  -0.34
C: -0.2401 0.3521 -0.3850  -0.34
C: -1.7112 0.2128 -0.0295  0.86
C: -2.4269 1.5007 0.2781  -1.91
N: -1.7519 -0.6748 1.1559  1.03
H: 0.2119 0.1468 -3.2104  0.16
H: -0.4650 1.7352 -3.3628  -0.02
H: -1.4589 0.4475 -2.6719  0.45
H: 0.1986 -0.6256 -0.6002  0.14
H: 0.2023 0.8493 0.4819  0.16
H: -2.2632 -0.3105 -0.8243  0.29
H: -3.5011 1.3254 0.3601  0.51
H: -2.2597 2.2339 -0.5158  0.43
H: -2.0961 1.9607 1.2124  0.24
H: -2.6308 -0.6503 1.6713  -0.32
H: -1.5200 -1.6198 0.8720  -0.56
C: 0.4093 -0.0218 4.5867  -0.51
O: 0.0942 0.6860 3.3968  -0.45
H: -0.1712 0.3415 5.4430  0.16
H: 0.2071 -1.0926 4.4799  0.08
H: 1.4692 0.1031 4.8036  0.35
H: -0.6579 0.2260 2.9959  0.17

2.
A molecular structure, C16H33MgN3O7S3 in a non-equilibrium geometry, computed with the ωB97M-V functional and the def2-TZVPD basis.

Spin multiplicity   2
HOMO level (spin up / spin down)   -0.4039 / -0.4039 Ha
Net charge   +1
Total energy   -73865.1919 eV
LUMO energy (spin up / spin down)   -5.84 / -5.84 eV
Frontier orbital gap (spin up / spin down)   5.153 / 5.148 eV
⟨S²⟩   0.7591

Each line ends with the Mulliken spin population.
Atoms and positions in Å:
Mg: 1.2032 1.4494 -0.4759  0.00
C: 0.3061 -0.2673 0.4364  -0.03
O: 1.5364 -0.2866 0.3162  0.45
O: -0.1744 0.1121 -0.6065  0.05
O: 0.3009 0.7654 1.0894  0.54
C: -1.7054 0.3694 -3.4086  0.00
C: -2.0906 0.6245 -4.7954  0.00
N: -2.3833 0.7955 -5.8577  0.00
H: -1.3621 1.3323 -3.0303  0.00
H: -0.9445 -0.4003 -3.5375  0.00
H: -2.4942 -0.1598 -2.8739  0.00
C: 0.9772 1.0608 4.3418  0.00
C: 0.1160 1.9491 5.2213  0.00
N: -0.4977 2.7572 5.8595  0.00
H: 2.0086 1.0096 4.6904  0.00
H: 0.9271 1.6224 3.4089  0.00
H: 0.5710 0.0533 4.2515  0.00
C: 2.4126 -3.4490 0.7497  0.00
C: 1.2436 -4.2221 0.2949  0.00
N: 0.3521 -4.8478 -0.1989  0.00
H: 3.2680 -4.0015 1.1386  0.00
H: 2.1647 -2.6235 1.4169  0.00
H: 2.7128 -2.8300 -0.0957  0.00
C: 5.0372 3.5122 0.7654  0.00
S: 3.3616 2.8275 1.0214  0.00
O: 2.9897 2.3090 -0.3467  0.00
C: 3.7123 1.2697 1.9108  0.00
H: 5.4945 3.3355 1.7389  0.00
H: 4.8699 4.5797 0.6222  0.00
H: 5.5467 2.9763 -0.0354  0.00
H: 2.7832 0.8400 2.2852  0.00
H: 4.2938 1.5037 2.8026  0.00
H: 4.1737 0.4228 1.4029  0.00
C: 0.6273 -2.6068 -2.8034  0.00
S: -0.1991 -3.3291 -4.2965  0.00
O: -1.3054 -2.4094 -4.7009  0.00
C: -0.8484 -4.8066 -3.3939  0.00
H: 1.1783 -3.3811 -2.2695  0.00
H: -0.1227 -2.2318 -2.1070  0.00
H: 1.3388 -1.8471 -3.1270  0.00
H: -1.7565 -5.1138 -3.9126  0.00
H: -1.2713 -4.4621 -2.4502  0.00
H: -0.1600 -5.6474 -3.3081  0.00
C: -0.1225 3.9634 1.5789  0.01
S: -0.6445 3.9539 -0.1762  0.00
O: 0.4468 3.0794 -0.8108  0.00
C: -2.2442 3.0753 0.1321  0.00
H: -0.8552 4.5157 2.1673  0.00
H: 0.7989 4.4799 1.8477  0.00
H: -0.0031 3.0226 2.1162  0.00
H: -1.9621 2.1892 0.7007  0.00
H: -2.6796 2.6153 -0.7550  0.00
H: -3.0340 3.6521 0.6135  0.00
C: -2.7252 -1.9328 0.7541  0.00
C: -4.0818 -1.4355 1.0291  0.00
O: -4.7015 -1.7631 2.0270  0.00
C: -4.7194 -0.5759 -0.0854  0.00
H: -2.7081 -2.9575 1.1253  0.00
H: -1.9178 -1.3198 1.1548  0.00
H: -2.5457 -2.0349 -0.3162  0.00
H: -5.7674 -0.3537 0.1162  0.00
H: -4.5822 -1.0529 -1.0558  0.00
H: -4.1431 0.3248 -0.2967  0.00

3.
A gas-phase ion, C5H9N4O (charge +1) in a non-equilibrium geometry, computed with the ωB97M-V functional and the def2-TZVPD basis.

Spin multiplicity   3
HOMO level (spin up / spin down)   -0.3876 / -0.4733 Ha
Energy above the lowest of the compared OMol25 structures with the same formula, charge and spin   3.907 eV
Net charge   +1
Total energy   -13322.7789 eV
LUMO energy (spin up / spin down)   -4.03 / -7.02 eV
Frontier orbital gap (spin up / spin down)   6.515 / 5.857 eV
⟨S²⟩   2.0644

Each line ends with the Mulliken spin population.
Atoms and positions in Å:
C: 1.8573 -1.2965 -0.6826  0.29
C: -0.7128 -0.3912 0.7527  0.50
C: 0.6299 -0.1987 0.2410  -0.10
C: -2.0443 0.3940 -1.0139  0.03
C: -3.0655 -0.4246 1.1011  0.02
N: 2.9829 -0.7855 -0.4786  0.15
N: 3.3684 0.0939 0.3132  0.53
N: 4.0089 1.1987 0.0922  0.33
N: -1.8681 -0.2055 0.2711  -0.03
O: 1.3370 0.7192 0.6395  0.27
H: 1.6967 -2.2789 -1.1157  0.03
H: -2.3629 1.4965 -1.0581  0.00
H: -1.0309 0.2277 -1.5228  0.00
H: -2.8839 -0.1371 -1.5707  0.00
H: -3.5640 0.4379 1.2451  0.00
H: -3.7652 -0.9699 0.6308  0.00
H: -2.9193 -0.9826 2.0583  -0.01
H: 4.2290 1.4417 -0.8797  0.00
H: 4.1067 1.6612 0.9769  -0.01